14
Properties=species:S:1:pos:R:3 method="wB97M-V/def2-TZVPD" total_charge=0 e_homo_ev=-8.07 gap_ev=8.55
O 0.833 1.051 0.258
C -0.814 -0.824 0.838
C 0.133 -1.463 -0.190
C -0.148 1.854 -0.378
C 0.504 -0.182 0.738
C 0.275 -0.823 -1.438
H 0.328 2.315 -1.249
H 1.244 -0.470 1.482
H 1.169 -1.244 -1.932
H -1.679 -0.312 0.431
H -0.999 1.282 -0.752
H -1.013 -1.409 1.735
H 0.623 -2.391 0.114
H -0.456 2.616 0.344

---

14
Properties=species:S:1:pos:R:3 method="wB97M-V/def2-TZVPD" total_charge=0 e_homo_ev=-9.45 gap_ev=10.47 smiles="CC1=C[C@H]1CO"
O 1.186 1.332 1.036
C -0.731 0.633 -0.244
C 0.258 1.754 0.064
C -1.116 -0.367 0.815
C -0.276 -0.786 -0.080
C 0.511 -1.863 -0.717
H 1.518 -1.518 -0.990
H 0.828 2.011 -0.839
H -1.452 0.873 -1.035
H 0.589 -2.733 -0.054
H 0.700 0.748 1.619
H -0.261 2.669 0.397
H -1.744 -0.594 1.667
H -0.010 -2.159 -1.639

---

14
Properties=species:S:1:pos:R:3 method="wB97M-V/def2-TZVPD" total_charge=0 e_homo_ev="-8.65 / -8.65" gap_ev="8.42 / 8.42"
O -0.680 -0.986 -0.225
C 1.621 -0.094 -0.193
C -1.753 -0.043 -0.108
C -0.764 1.092 0.207
C 0.211 -0.076 0.437
C 1.954 -1.531 -0.018
H -2.405 -0.297 0.737
H -0.990 1.731 1.064
H -2.343 0.020 -1.028
H 2.257 0.548 0.431
H -0.524 1.705 -0.667
H 1.565 -2.040 -0.923
H 1.557 0.296 -1.219
H 0.295 -0.325 1.503

---

14
Properties=species:S:1:pos:R:3 method="wB97M-V/def2-TZVPD" total_charge=0 e_homo_ev=-8.74 gap_ev=9.75 smiles="C/C=C/O.C#C"
O 1.254 1.255 -1.376
C 1.424 0.435 2.344
C -0.044 0.876 -1.262
C -1.931 -0.711 -0.939
C 1.957 -0.286 3.133
C -0.479 -0.355 -1.041
H -2.051 -1.686 -0.475
H 0.971 1.099 1.667
H 0.232 -1.167 -0.948
H -2.389 -0.745 -1.927
H 1.827 0.482 -1.282
H -0.707 1.724 -1.366
H 2.406 -0.945 3.816
H -2.471 0.025 -0.344

---

In the order shown, the computed relative energy (zero: lowest compared OMol25 entry of this formula, charge and spin) values come out to 126.6 62.5 124.4 72.9 kcal per mole.